Density functional theory data (ωB97M-V/def2-TZVPD) for a 3-piece molecular cluster, C26H37BrNO9P2 overall.

## Properties
charge	-1
Kohn-Sham gap	5.23	eV
LUMO level	0.09	eV
HOMO level	-0.189	hartree
calculated total energy	-5001.476286	Eh

```
76
C26H37BrNO9P2 (ωB97M-V/def2-TZVPD)
C 3.109 1.162 1.221
C 3.236 1.842 -0.141
C 2.390 1.167 -1.218
C 0.899 1.229 -0.882
O 0.527 0.115 -0.147
P -0.471 -1.078 -0.910
C -1.448 -2.255 -2.052
C -0.936 -3.698 -2.116
C -1.710 -4.735 -1.289
C -0.023 -2.312 0.466
O 0.200 -1.699 1.730
C 1.074 -2.395 2.569
C -2.124 -0.467 -0.056
Br -1.920 1.004 1.255
C -3.006 -1.576 0.546
C -3.043 -1.757 2.061
O -0.747 0.222 -2.221
C -0.081 1.353 -2.075
O -1.094 2.440 -1.740
C -0.597 3.608 -1.620
N -0.149 4.670 -1.520
P 0.515 1.763 -3.811
O -0.524 2.324 -4.702
H 3.184 0.078 1.118
H 2.153 1.383 1.692
H 3.904 1.494 1.893
H 2.929 2.889 -0.061
H 4.285 1.835 -0.450
H 2.663 0.115 -1.289
H 2.604 1.644 -2.174
H 0.732 2.112 -0.249
H 0.697 -1.484 -1.684
H -1.278 -1.791 -3.021
H -2.530 -2.250 -1.907
H -0.980 -4.020 -3.159
H 0.127 -3.722 -1.856
H -2.715 -4.378 -1.058
H -1.229 -4.948 -0.334
H -1.803 -5.679 -1.825
H -0.786 -3.083 0.601
H 0.897 -2.803 0.129
H 1.148 -3.456 2.305
H 0.710 -2.330 3.597
H 2.083 -1.965 2.535
H -2.683 0.044 -0.832
H -4.032 -1.409 0.202
H -2.702 -2.522 0.106
H -3.516 -2.716 2.291
H -2.044 -1.747 2.490
H -3.639 -0.986 2.543
H 1.650 2.593 -3.714
H 1.010 0.514 -4.210
C -6.596 1.227 5.515
C -7.230 2.394 5.462
C -6.626 3.567 4.780
O -7.207 4.632 4.742
C -5.294 3.384 4.155
C -4.656 2.217 4.204
C -5.255 1.045 4.895
O -4.683 -0.019 4.965
H -7.010 0.357 6.008
H -8.205 2.552 5.907
H -4.879 4.251 3.657
H -3.686 2.070 3.744
C 5.854 1.287 -4.108
C 7.033 1.702 -3.654
C 7.642 1.111 -2.435
O 8.721 1.487 -2.028
C 6.882 0.045 -1.737
C 5.702 -0.371 -2.188
C 5.096 0.214 -3.413
O 4.023 -0.167 -3.821
H 5.386 1.702 -4.992
H 7.605 2.482 -4.140
H 7.343 -0.361 -0.845
H 5.122 -1.140 -1.694
```